[1]
ORCA calculation (wB97M-V/def2-TZVPD) on 2 unconnected molecules or ions with the total composition C2H5NO.

Last column: natural (NBO) charge in e.
Element x y z (Å)
O -3.322639 -0.618677 -0.797443  -0.499
N -1.930446 0.656687 0.527744  -0.742
C 1.765080 -0.121432 0.104676  -0.873
C -2.458307 -0.011929 -0.293376  0.835
H 1.440025 0.499809 0.862728  0.209
H 2.880508 -0.238459 -0.182211  0.234
H 1.274868 -1.113603 0.176026  0.219
H 1.299222 0.095216 -0.889115  0.212
H -0.948311 0.852392 0.490971  0.405

Atoms 1-3, force components in eV/Å:
1.005 -0.096 -0.927
2.646 1.804 1.468
0.822 -2.806 -4.191

Its SMILES is N=C=O.C. As for the multiplicity: 1. For the HOMO-LUMO gap, the calculation gives 11.646 eV. The calculation puts the relative energy (zero: lowest compared OMol25 entry of this formula, charge and spin) at 123.13 kJ/mol. As for the charge: 0.

[2]
ORCA calculation (wB97M-V/def2-TZVPD) on a single C2H5NO molecule.

Last column: natural (NBO) charge in e.
Element x y z (Å)
O 0.971032 -1.083454 0.256409  -0.511
N -1.241827 -0.025773 0.204467  -0.859
C 0.987460 0.589787 0.028846  -0.114
C 0.011908 -0.393889 -0.420351  0.189
H -1.208493 -0.090384 1.215460  0.369
H -2.053378 -0.515861 -0.153698  0.364
H 0.955505 0.997126 1.032063  0.199
H -0.097468 -0.543585 -1.499889  0.169
H 1.675261 1.066034 -0.663308  0.194

Atoms 1-3, force components in eV/Å:
1.003 1.816 -0.293
-0.922 -1.029 -0.525
1.361 -2.287 0.047

Its SMILES is N[C@H]1CO1. As for the multiplicity: 1. For the HOMO-LUMO gap, the calculation gives 10.492 eV. The calculation puts the relative energy (zero: lowest compared OMol25 entry of this formula, charge and spin) at 274.90 kJ/mol. As for the charge: 0.

[3]
ORCA calculation (wB97M-V/def2-TZVPD) on a single C2H5NO molecule.

Last column: natural (NBO) charge in e.
Element x y z (Å)
O -1.199192 -0.423708 1.092112  -0.360
N -1.228617 -1.022357 -0.166271  -0.363
C 0.743554 0.747597 -0.138960  -0.664
C 0.020814 -0.557944 0.336286  0.203
H 0.245732 1.585277 0.141221  0.224
H 0.764738 0.712170 -1.250560  0.223
H 0.738373 -1.394950 0.513533  0.171
H -1.704026 -0.577783 -0.986106  0.339
H 1.618625 0.931698 0.458745  0.227

Atoms 1-3, force components in eV/Å:
0.895 1.012 1.031
0.200 -2.060 -2.554
-0.549 -3.077 -0.576

Its SMILES is C[C@@H]1NO1. As for the multiplicity: 1. For the HOMO-LUMO gap, the calculation gives 10.204 eV. The calculation puts the relative energy (zero: lowest compared OMol25 entry of this formula, charge and spin) at 391.94 kJ/mol. As for the charge: 0.

[4]
ORCA calculation (wB97M-V/def2-TZVPD) on 2 unconnected molecules or ions with the total composition C2H5NO.

Last column: natural (NBO) charge in e.
Element x y z (Å)
O -0.421585 -1.810101 -0.233730  -0.665
N 1.399789 1.924689 -0.383657  -0.661
C -0.861806 -0.866335 0.565100  -0.051
C 0.757295 0.871809 -0.307392  0.086
H 1.231209 2.784284 0.303035  0.374
H 0.902895 0.020065 -1.010362  0.127
H -1.972386 -0.560485 0.618829  0.156
H -0.621720 -1.518407 -1.081156  0.475
H -0.413691 -0.845518 1.529332  0.159

Atoms 1-3, force components in eV/Å:
0.960 -1.368 1.099
-0.432 1.906 1.602
-1.676 2.891 1.922

As for the multiplicity: 1. For the HOMO-LUMO gap (spin up / spin down), the calculation gives 8.172 / 8.582 eV. The calculation puts the relative energy (zero: lowest compared OMol25 entry of this formula, charge and spin) at 525.28 kJ/mol. As for the charge: 0.

[5]
ORCA calculation (wB97M-V/def2-TZVPD) on 2 unconnected molecules or ions with the total composition C2H5NO.

Last column: natural (NBO) charge in e.
Element x y z (Å)
O -2.122664 -0.263658 -0.998297  -0.445
N 1.763287 -1.201685 -0.584891  -1.050
C -1.121134 0.938436 0.844507  -0.788
C -1.454068 0.218817 -0.165901  0.691
H -1.951171 1.177304 1.577062  0.280
H 0.916470 -1.077025 -0.093261  0.350
H -0.239056 1.563165 0.862136  0.260
H 1.679274 -0.623868 -1.384742  0.348
H 2.529062 -0.731486 -0.056612  0.354

Atoms 1-3, force components in eV/Å:
1.599 -0.417 0.350
2.036 0.149 0.487
0.339 1.640 2.174

Its SMILES is C=C=O.N. As for the multiplicity: 1. For the HOMO-LUMO gap, the calculation gives 9.901 eV. The calculation puts the relative energy (zero: lowest compared OMol25 entry of this formula, charge and spin) at 201.20 kJ/mol. As for the charge: 0.

[6]
ORCA calculation (wB97M-V/def2-TZVPD) on 2 unconnected molecules or ions with the total composition C2H5NO.

Last column: natural (NBO) charge in e.
Element x y z (Å)
O 0.817486 2.722860 0.443255  -0.524
N 0.052849 0.505671 0.068794  -0.556
C 0.376676 1.647375 0.261112  0.864
C -1.136723 -0.289452 -0.071559  -0.406
H -1.745807 -0.245069 0.836767  0.206
H -0.848111 -1.328124 -0.245639  0.213
H -1.737280 0.051277 -0.920795  0.206
H 1.880338 -1.245174 -0.128087  0.005
H 2.340575 -1.819365 -0.243846  -0.008

Atoms 1-3, force components in eV/Å:
-0.282 -0.652 -0.111
0.262 0.652 0.110
0.058 0.029 0.005

Its SMILES is CN=C=O.[H][H]. As for the multiplicity: 1. For the HOMO-LUMO gap, the calculation gives 11.193 eV. The calculation puts the relative energy (zero: lowest compared OMol25 entry of this formula, charge and spin) at 156.98 kJ/mol. As for the charge: 0.

[7]
ORCA calculation (wB97M-V/def2-TZVPD) on a molecular structure, C2H5NO.

Last column: natural (NBO) charge in e.
Element x y z (Å)
O 0.693671 1.524226 0.198867  -0.605
N 0.672793 -0.821686 -0.119791  -0.337
C 0.260809 0.402812 0.047591  0.560
C -1.278415 0.032307 -0.015477  -0.630
H 2.339936 -0.307266 -0.306857  0.148
H -1.526034 -1.023366 -0.132387  0.251
H -1.684077 0.406781 0.926189  0.245
H -1.664958 0.598562 -0.864815  0.244
H 2.186272 -0.812373 0.266681  0.124

Atoms 1-3, force components in eV/Å:
-0.147 -0.359 -0.048
0.223 0.357 0.054
0.302 0.007 0.004

As for the multiplicity: 1. For the HOMO-LUMO gap, the calculation gives 9.398 eV. The calculation puts the relative energy (zero: lowest compared OMol25 entry of this formula, charge and spin) at 466.93 kJ/mol. As for the charge: 0.

[8]
ORCA calculation (wB97M-V/def2-TZVPD) on a single C2H5NO2 molecule.

Last column: natural (NBO) charge in e.
Element x y z (Å)
O -0.236644 1.548954 -0.109257  -0.619
O -2.299367 0.086965 0.018305  -0.559
N -1.075544 -0.524323 -0.274738  -0.322
C 1.381848 -0.188478 0.004493  -0.715
C -0.006348 0.348388 -0.116632  0.632
H 2.009353 0.367359 -0.735407  0.253
H -2.012535 1.030031 0.218735  0.487
H 1.451647 -1.283135 -0.252483  0.223
H 1.799206 0.004232 0.995582  0.249
H -1.011614 -1.389990 0.251401  0.371

Atoms 1-3, force components in eV/Å:
0.055 -0.219 0.194
0.165 0.862 0.041
0.629 0.191 0.624

Its SMILES is CC(=O)NO. As for the multiplicity: 1. For the HOMO-LUMO gap, the calculation gives 10.541 eV. The calculation puts the relative energy (zero: lowest compared OMol25 entry of this formula, charge and spin) at 183.98 kJ/mol. As for the charge: 0.

[9]
ORCA calculation (wB97M-V/def2-TZVPD) on 2 unconnected molecules or ions with the total composition C2H5NO2.

Last column: natural (NBO) charge in e.
Element x y z (Å)
O -1.261305 -1.208891 0.386367  -0.680
O 1.529780 -0.653221 0.522014  -0.555
N -0.703030 0.415046 -1.232500  -0.714
C 1.429161 0.543418 0.575285  0.301
C -1.370688 -0.037090 -0.257662  0.408
H -0.374944 -1.593593 0.269935  0.502
H -2.329534 0.420927 -0.040949  0.159
H 1.024943 1.090773 1.438322  0.120
H 1.978844 1.208450 -0.133370  0.119
H 0.076774 -0.185817 -1.527443  0.340

Atoms 1-3, force components in eV/Å:
0.340 -0.055 0.399
-0.329 -0.089 -0.043
0.442 0.114 0.106

Its SMILES is [H]/N=C\O.C=O. As for the multiplicity: 1. For the HOMO-LUMO gap, the calculation gives 11.042 eV. The calculation puts the relative energy (zero: lowest compared OMol25 entry of this formula, charge and spin) at 195.58 kJ/mol. As for the charge: 0.

[10]
ORCA calculation (wB97M-V/def2-TZVPD) on a single C2H5NO2 molecule.

Last column: natural (NBO) charge in e.
Element x y z (Å)
O -0.539197 -1.789384 -1.191427  -0.528
O 0.864237 -1.550579 0.574465  -0.721
N 0.427642 1.124045 -0.225064  -0.860
C -0.208376 -1.183551 -0.227732  0.786
C -0.622809 0.233834 0.235397  -0.338
H 0.562066 1.953867 0.327872  0.380
H -1.633741 0.458525 -0.135564  0.194
H 1.364016 -0.713880 0.547566  0.493
H 0.364734 1.295636 -1.215552  0.379
H -0.578572 0.171486 1.310040  0.215

Atoms 1-3, force components in eV/Å:
-0.736 -0.355 0.135
-0.244 -0.193 -0.932
0.322 -0.526 0.099

Its SMILES is NCC(=O)O. As for the multiplicity: 1. For the HOMO-LUMO gap, the calculation gives 10.746 eV. The calculation puts the relative energy (zero: lowest compared OMol25 entry of this formula, charge and spin) at 82.67 kJ/mol. As for the charge: 0.

Look up the multiplicity of the fourth one.
1

Number 5 is which compound?
C2H5NO